1.
16
Properties=species:S:1:pos:R:3:nbo_charge:R:1 method="wB97M-V/def2-TZVPD" energy_ha=-325.788143 homo_energy_ev=-9.3862 largest_force_ha_per_bohr=0.024 de_lowest_kj_mol=392.3 e_lumo_ha=0.0216 multiplicity=1
O -2.1718 -0.4247 1.4842 -0.70
C -1.5601 -0.7818 0.2825 0.09
C -1.0238 0.3335 -0.6874 -0.46
C 0.2000 -0.5365 -0.7157 -0.17
C 2.0337 1.0013 -0.3110 -0.04
N 1.4854 1.6578 0.6254 -0.61
C -0.1641 -1.3574 0.2637 -0.25
H -1.5548 0.1664 1.9342 0.46
H -2.2499 -1.4440 -0.2518 0.18
H -0.9284 1.2990 -0.1713 0.23
H -1.5119 0.4936 -1.6525 0.21
H 1.9381 1.3515 -1.3419 0.16
H 2.6284 0.0881 -0.1932 0.15
H 1.6169 1.1610 1.5102 0.33
H 0.9229 -0.7869 -1.4587 0.21
H 0.3393 -2.2207 0.6832 0.21

---

2.
10
Properties=species:S:1:pos:R:3:nbo_charge:R:1 method="wB97M-V/def2-TZVPD" energy_ha=-2783.378047 homo_energy_ev="-9.5237 / -8.9622" largest_force_ha_per_bohr=0.089 de_lowest_kj_mol=461.7 e_lumo_ha="-0.0114 / -0.0731" multiplicity=1
C -0.3925 0.7352 -1.4782 0.14
C 1.5398 1.1263 0.1303 -0.31
C 0.4699 0.8010 -0.5143 0.01
C -1.2183 -1.3629 0.5622 -0.50
N -1.1217 0.5357 -2.3825 -0.22
Br 1.8815 0.5866 1.8913 0.08
H 2.4122 1.8312 0.0044 0.27
H -1.8579 -0.8837 1.3464 0.19
H -0.1490 -1.3460 0.6958 0.16
H -1.5639 -2.0235 -0.2554 0.18

---

3.
7
Properties=species:S:1:pos:R:3:nbo_charge:R:1 method="wB97M-V/def2-TZVPD" energy_ha=-336.174926 homo_energy_ev=-9.1668 largest_force_ha_per_bohr=0.167 de_lowest_kj_mol=236.7 e_lumo_ha=0.0068 multiplicity=1
H -0.9476 0.0592 1.4944 0.47
H 0.3404 1.4244 -1.4777 0.48
N 0.2045 0.2992 -0.0718 0.10
N 0.8169 -1.0640 0.1089 0.29
O -1.0510 0.1369 0.2541 -0.54
O 0.0733 0.5309 -1.4404 -0.55
O 0.5635 -1.3867 1.1325 -0.24

---

4.
7
Properties=species:S:1:pos:R:3:nbo_charge:R:1 method="wB97M-V/def2-TZVPD" energy_ha=-622.062855 homo_energy_ev="-9.3975 / -9.3981" largest_force_ha_per_bohr=0.061 de_lowest_kj_mol=301.4 e_lumo_ha="-0.1084 / -0.1084" multiplicity=1
C 0.3913 1.7421 -0.0959 -0.08
N -0.4131 2.5494 -0.1905 -0.20
N -1.0127 -1.2425 -0.6079 -0.80
O 1.6623 -0.0721 1.2370 -0.83
S 1.3240 0.2502 -0.1103 1.24
H -0.5894 -2.1932 -0.6092 0.33
H -1.3624 -1.0340 0.3768 0.33

---

5.
17
Properties=species:S:1:pos:R:3:nbo_charge:R:1 method="wB97M-V/def2-TZVPD" energy_ha=-346.932844 homo_energy_ev=-8.4118 largest_force_ha_per_bohr=0.042 de_lowest_kj_mol=243.1 e_lumo_ha=0.0210 multiplicity=1
C -0.3301 2.3169 0.6930 -0.39
C -0.6148 1.5580 -0.3565 -0.24
C -0.6353 0.0825 -0.3496 0.24
O -0.3366 -0.4707 -1.5746 -0.73
C -0.8758 -0.6363 0.7495 -0.23
C -0.8848 -2.1341 0.7028 -0.65
H -0.0436 1.9848 1.7047 0.19
H -0.0653 3.3736 0.7367 0.20
H -0.8161 2.0167 -1.3231 0.22
H 0.6107 -0.3041 -1.7416 0.51
H -0.7959 -0.1934 1.7366 0.20
H -0.9227 -2.4814 -0.3298 0.23
H 0.0277 -2.5356 1.2167 0.21
H -1.7426 -2.5920 1.2049 0.21
O 2.3643 0.0534 -1.4185 -0.94
H 2.1266 0.5689 -0.6357 0.48
H 2.9343 -0.6071 -1.0154 0.48

---

6.
46
Properties=species:S:1:pos:R:3:nbo_charge:R:1 method="wB97M-V/def2-TZVPD" energy_ha=-2301.419572 homo_energy_ev=-12.1728 largest_force_ha_per_bohr=0.049 de_lowest_kj_mol=0.0 e_lumo_ha=-0.1525 multiplicity=1 total_charge=+1
C 1.4715 -4.9655 1.1419 -0.21
C 0.4222 -4.3789 1.2638 -0.03
C -0.7804 -3.4988 1.1554 -0.51
C -0.4061 -2.0720 0.7316 0.07
C 0.7549 -1.7605 0.0045 -0.18
C 1.0510 -0.4491 -0.3916 0.08
C 2.3079 -0.2084 -1.1753 -0.04
C 3.5816 -0.2103 -0.5669 -0.27
C 4.7124 0.0483 -1.3366 0.05
N 4.8112 0.2799 -2.6507 -0.37
C 3.5814 0.2719 -3.1799 0.05
C 2.3531 0.0719 -2.5593 -0.28
C 0.2026 0.6373 -0.0720 -0.05
C 0.5166 2.0502 -0.5508 -0.20
Cl -0.9284 2.8494 -1.3623 -0.12
C 1.0264 3.0236 0.5596 -0.18
C 1.5965 2.3245 1.8215 -0.65
Cl 2.4195 3.9502 -0.1893 -0.06
C -0.9238 0.3218 0.6764 -0.07
C -1.2349 -1.0122 1.0817 -0.16
C -2.5367 -0.9805 1.8833 0.71
O -3.0116 -1.8228 2.5756 -0.46
N -3.0460 0.3472 1.6524 -0.58
C -4.2812 0.4441 0.9679 0.81
O -5.0695 1.3012 1.2283 -0.46
N -4.4960 -0.5848 -0.0489 -0.75
C -4.2602 -0.0473 -1.3259 1.05
O -4.5372 1.0791 -1.6479 -0.70
F -3.7206 -0.8678 -2.1865 -0.25
C -2.0123 1.2444 1.2023 0.69
O -2.0858 2.4307 1.2963 -0.50
H 2.3247 -5.6213 1.1405 0.25
H -1.5624 -3.9427 0.5172 0.26
H -1.1907 -3.4109 2.1789 0.27
H 1.4234 -2.5768 -0.2803 0.26
H 3.6805 -0.4117 0.5037 0.23
H 5.6725 0.0673 -0.7973 0.20
H 3.5519 0.4507 -4.2664 0.20
H 1.4278 0.1291 -3.1407 0.23
H 1.2781 1.9859 -1.3367 0.28
H 0.2682 3.7714 0.8178 0.25
H 0.8292 2.3070 2.6132 0.23
H 2.0644 1.3498 1.6272 0.22
H 2.4000 2.9787 2.2035 0.25
H -5.4554 -0.9257 0.0395 0.45
Li -4.1870 2.9082 -1.5144 0.98

---

7.
68
Properties=species:S:1:pos:R:3:nbo_charge:R:1 method="wB97M-V/def2-TZVPD" energy_ha=-2453.741504 homo_energy_ev=-7.4166 largest_force_ha_per_bohr=0.357 de_lowest_kj_mol=2821.2 e_lumo_ha=-0.0006 multiplicity=1
C 3.9828 0.8390 2.8971 -0.61
H 3.4537 -0.0422 2.9360 0.21
H 4.4257 0.8088 1.7480 0.20
H 4.7944 1.0407 3.6003 0.21
C 3.1593 2.1747 2.8289 0.04
H 3.5942 2.9881 2.9779 0.17
O 2.2542 1.8749 1.9552 -0.51
C 1.3390 2.7450 1.4087 0.29
C 0.9186 3.6885 2.3331 -0.27
C -0.2410 4.6098 2.0417 -0.23
C -0.8528 4.2093 0.7888 -0.16
C -0.3173 3.3349 -0.1593 -0.20
C 0.7316 2.8092 0.2141 0.27
O 1.0782 1.6565 -0.6749 -0.73
H 2.0024 1.3165 -0.3799 0.51
C -1.1802 3.2848 -1.1831 0.06
N -1.1439 2.4242 -1.9704 -0.17
N -1.8586 2.2482 -3.0775 -0.45
C -1.9656 1.1366 -4.1618 0.14
N -1.4399 -0.1052 -3.5479 -0.66
C -0.8731 -0.3745 -2.3896 0.27
C 0.3018 -1.0498 -2.0457 -0.32
C 0.7567 -1.2582 -0.9191 -0.21
C -0.0306 -1.0301 0.3456 -0.26
C -1.1619 -0.5742 -0.2128 -0.10
C -1.8748 -0.1988 -1.2741 0.10
N -3.0601 0.4406 -1.3101 -0.42
C -4.0581 -0.4657 -2.4243 -0.15
H -3.4777 -0.9151 -2.9524 0.18
C -4.9927 -1.2888 -1.5020 -0.03
H -5.6949 -1.8063 -2.3172 0.18
O -5.5256 -0.6360 -0.5882 -0.52
C -4.7818 -0.1249 0.3956 -0.08
H -5.3016 0.5159 1.2023 0.20
C -3.7689 0.9435 -0.2460 -0.18
H -3.1979 1.1840 0.3274 0.16
H -4.3488 1.7382 -0.8794 0.19
H -4.3052 -0.9705 1.1012 0.18
H -4.3294 -2.1947 -1.1484 0.14
H -4.6135 0.2550 -2.7042 0.18
H -2.0176 -0.2777 1.0470 0.06
H 0.4076 -1.2687 1.3990 0.27
S 2.6101 -1.4769 -0.6466 2.22
O 3.2195 -0.1785 -0.1204 -0.93
O 3.1911 -2.1113 -1.9730 -0.92
N 2.4654 -2.4875 0.4609 -0.74
C 3.8320 -2.6797 1.1073 -0.30
H 4.1755 -1.6481 1.4002 0.28
C 3.8139 -3.7990 2.1213 -0.10
H 3.2309 -3.4173 3.1056 0.15
O 3.2341 -5.0081 1.7919 -0.50
C 1.9636 -4.8310 1.2236 -0.07
H 1.1679 -4.3525 1.8521 0.15
C 1.9175 -3.8009 0.1664 -0.27
H 0.8612 -3.6139 -0.2379 0.25
H 2.4543 -4.4377 -0.6081 0.22
H 1.6933 -5.7470 0.9801 0.20
H 4.8118 -4.0309 2.7355 0.23
H 4.5193 -3.3039 0.2701 0.21
H 0.6880 -1.0137 -2.8642 0.22
H -1.1228 -0.5270 -4.4627 0.41
S -2.6987 1.3505 -5.4487 0.07
H -2.3619 3.0953 -3.5764 0.34
H -1.7549 4.1046 -1.4240 0.15
H -1.6934 5.1554 0.6378 0.21
H -0.5838 5.3831 2.7841 0.23
H 1.2842 3.9005 3.4368 0.23
H 2.2953 1.7898 3.8088 0.09

---

8.
108
Properties=species:S:1:pos:R:3:lowdin_charge:R:1 method="wB97M-V/def2-TZVPD" energy_ha=-7285.109933 homo_energy_ev=-10.5212 largest_force_ha_per_bohr=0.005 de_lowest_kj_mol=0.0 e_lumo_ha=-0.0867 multiplicity=1 total_charge=+1
Sc -0.4399 0.7204 -0.9419 0.99
Cl -2.8375 2.5836 -1.4519 0.77
C -3.4956 1.1403 -0.6855 -0.67
C -2.5833 0.2019 -0.2320 -0.26
C -3.1650 -0.8693 0.4457 -0.64
Cl -2.1693 -2.0894 1.2037 0.80
C -4.5446 -1.0258 0.5868 -0.69
Cl -5.2101 -2.3982 1.3947 0.69
C -5.4084 -0.0622 0.0670 -0.70
Cl -7.1079 -0.2380 0.2247 0.71
C -4.8774 1.0544 -0.5691 -0.71
Cl -5.9090 2.2766 -1.1910 0.71
O 1.7401 0.7289 -0.8324 -0.61
S 2.7662 0.5836 -1.9516 1.08
C 3.3380 2.2606 -2.3039 -0.30
C 3.8190 3.1050 -1.1273 -0.19
C 2.7782 3.4216 -0.0453 -0.22
C 1.5538 4.1559 -0.5787 -0.29
S 0.0378 3.8417 0.3529 1.08
O -0.1426 2.3330 0.2959 -0.61
C 0.6022 4.1491 2.0073 -0.38
C 1.0945 3.1115 2.7843 -0.07
C 1.5246 3.3954 4.0708 -0.05
C 1.4620 4.6947 4.5582 -0.06
C 0.9595 5.7205 3.7689 -0.06
C 0.5142 5.4493 2.4841 -0.07
C 4.1960 -0.0957 -1.1442 -0.39
C 5.1799 -0.6635 -1.9426 -0.07
C 6.2974 -1.2164 -1.3374 -0.06
C 6.4078 -1.2154 0.0471 -0.05
C 5.4084 -0.6586 0.8323 -0.05
C 4.2922 -0.0872 0.2390 -0.08
H 2.4909 2.7001 -2.8319 0.07
H 4.1430 2.1178 -3.0295 0.11
H 4.2004 4.0363 -1.5564 0.13
H 4.6733 2.6167 -0.6544 0.11
H 3.2553 4.0277 0.7254 0.13
H 2.4627 2.4939 0.4251 0.08
H 1.2688 3.8483 -1.5856 0.07
H 1.6687 5.2427 -0.5763 0.11
H 1.1091 2.1022 2.3961 0.10
H 1.8998 2.5957 4.6954 0.11
H 1.7962 4.9073 5.5649 0.11
H 0.8985 6.7273 4.1590 0.11
H 0.0920 6.2350 1.8682 0.12
H 5.0671 -0.6892 -3.0203 0.12
H 7.0707 -1.6657 -1.9451 0.11
H 7.2719 -1.6645 0.5176 0.11
H 5.4897 -0.6769 1.9106 0.12
H 3.5010 0.3399 0.8426 0.11
C -2.3252 -5.7096 4.0903 -0.10
C -2.6213 -5.5541 2.6041 -0.30
S -1.0916 -5.5766 1.6964 0.63
O -0.4784 -6.8704 1.8121 -0.28
O -0.3362 -4.3975 2.0710 -0.34
C -1.6243 -5.3623 0.0007 -0.21
C -0.4617 -5.0836 -0.9492 -0.10
N 0.0699 -3.7214 -0.8183 0.07
C -0.5374 -2.6181 -1.3087 -0.33
N 0.0990 -1.5115 -0.9258 0.04
C 1.1458 -1.9231 -0.1411 -0.06
C 1.1382 -3.2706 -0.0721 -0.15
N 2.1133 -4.0787 0.6039 -0.33
O 2.8403 -3.4860 1.3756 0.10
O 2.1743 -5.2600 0.3358 0.11
C -1.7616 -2.6698 -2.1407 0.02
H -3.2598 -5.7139 4.6481 0.08
H -1.7126 -4.8828 4.4464 0.08
H -1.8014 -6.6439 4.2856 0.08
H -3.0983 -4.5986 2.3744 0.06
H -3.2270 -6.3740 2.2163 0.11
H -2.3579 -4.5568 0.0007 0.07
H -2.1046 -6.2989 -0.2833 0.12
H -0.8112 -5.1938 -1.9738 0.14
H 0.3513 -5.7835 -0.7881 0.12
H 1.8428 -1.2531 0.3222 0.10
H -2.4092 -3.4990 -1.8663 0.09
H -1.5158 -2.7538 -3.1999 0.09
H -2.3334 -1.7560 -1.9920 0.05
N 0.7793 -1.1785 3.0248 0.15
C -0.1578 -0.2213 3.3775 -0.40
C -0.3750 0.1065 4.7237 -0.02
C -1.2959 1.0837 5.0261 -0.07
C -1.9782 1.7159 3.9899 -0.06
C -1.6804 1.3369 2.6981 -0.16
N -0.7840 0.3985 2.3765 0.08
H 1.0407 -1.8162 3.7617 0.10
H 0.5422 -1.6790 2.1791 0.03
H 0.1636 -0.4212 5.5002 0.11
H -1.4913 1.3478 6.0575 0.11
H -2.7181 2.4807 4.1784 0.11
H -2.1889 1.8132 1.8670 0.10
O -1.8165 -1.1831 -5.0138 -0.27
S -2.3060 -0.0890 -4.2293 0.66
O -3.5633 -0.2218 -3.5569 -0.26
N -1.1393 0.3827 -3.1383 -0.08
C -0.7012 1.6012 -3.4116 -0.55
O 0.1095 2.1440 -2.6018 -0.11
C -1.2865 2.2390 -4.6098 -0.15
C -1.0266 3.4850 -5.1505 0.01
C -1.7487 3.8645 -6.2749 -0.04
C -2.7029 3.0178 -6.8320 -0.04
C -2.9648 1.7659 -6.2843 -0.01
C -2.2369 1.4084 -5.1710 -0.20
H -0.2892 4.1387 -4.7042 0.12
H -1.5721 4.8324 -6.7242 0.11
H -3.2517 3.3414 -7.7061 0.12
H -3.7066 1.1046 -6.7102 0.13

---

Repeat the second record exactly.
10
Properties=species:S:1:pos:R:3:nbo_charge:R:1 method="wB97M-V/def2-TZVPD" energy_ha=-2783.378047 homo_energy_ev="-9.5237 / -8.9622" largest_force_ha_per_bohr=0.089 de_lowest_kj_mol=461.7 e_lumo_ha="-0.0114 / -0.0731" multiplicity=1
C -0.3925 0.7352 -1.4782 0.14
C 1.5398 1.1263 0.1303 -0.31
C 0.4699 0.8010 -0.5143 0.01
C -1.2183 -1.3629 0.5622 -0.50
N -1.1217 0.5357 -2.3825 -0.22
Br 1.8815 0.5866 1.8913 0.08
H 2.4122 1.8312 0.0044 0.27
H -1.8579 -0.8837 1.3464 0.19
H -0.1490 -1.3460 0.6958 0.16
H -1.5639 -2.0235 -0.2554 0.18